92
Properties=species:S:1:pos:R:3:forces:R:3:lowdin_charge:R:1 method="wB97M-V/def2-TZVPD" s2=6.013 charge=+3 homo_ev="-15.344 / -16.145" spin_multiplicity=5
Ir -1.340767 1.312020 -0.385118 0.1 -0.1 -0.1 0.80
Se 2.815939 -2.069638 -1.474037 0.1 0.0 0.0 1.10
Ge 6.007308 -2.904454 -1.130061 0.0 0.0 0.0 0.84
S -4.378056 2.578335 -0.594509 0.0 0.0 0.0 1.13
S -1.722549 -0.826027 -1.302713 -0.1 0.0 0.0 0.63
P 0.843636 2.108570 -0.041976 0.0 0.0 0.1 0.51
O 1.047791 3.671449 0.037280 0.0 -0.1 0.0 -0.28
O 1.575527 1.475831 1.220930 0.0 0.0 -0.1 -0.31
O -2.697767 -0.869611 3.485350 0.0 0.0 0.0 0.16
O 1.787538 1.654273 -1.218150 0.0 0.1 0.0 -0.33
N -1.705019 -3.041115 0.126610 0.0 0.1 0.0 0.07
N -2.256204 -1.078641 1.286795 0.0 0.0 0.1 0.08
N -2.978173 2.311738 0.274492 0.0 0.0 0.0 -0.49
C -2.094456 -4.066041 1.115013 0.0 0.0 0.0 -0.14
C 5.936762 -2.083289 0.627410 0.0 0.0 0.0 -0.21
C -1.893758 -1.748087 0.155334 0.0 0.0 -0.1 -0.75
C 1.725022 -2.202165 2.497660 0.0 0.0 0.0 -0.07
C -3.188708 3.299543 -4.908941 0.0 0.0 0.0 -0.03
C -1.373023 -6.034634 2.477030 0.0 0.0 0.0 -0.08
C 0.751889 -3.168877 4.480685 0.0 0.0 0.0 -0.03
C -0.478429 -2.628125 4.144005 0.0 0.0 0.0 0.01
C -0.612054 -1.901123 2.963223 0.0 0.0 0.0 -0.17
C -0.934258 -4.985778 1.461659 0.0 0.0 0.0 -0.23
C 3.982714 -3.505265 -1.490932 0.0 0.0 0.0 -0.54
C 3.178380 2.085937 -1.285174 0.0 0.0 0.0 -0.05
C -4.191910 5.322107 -0.332364 0.0 0.0 0.0 -0.06
C -6.667224 5.430156 0.970252 0.0 0.0 0.0 -0.04
C -4.942263 4.171865 -0.097284 0.0 0.0 0.0 -0.42
C -2.172106 3.080269 -3.992093 0.0 0.0 0.0 -0.05
C 1.851787 -2.953002 3.660356 0.0 0.0 0.0 -0.04
C -5.931867 6.582983 0.746268 0.0 0.0 0.0 -0.02
C 1.155457 1.823314 2.559831 0.0 0.0 0.0 -0.07
C 2.828148 -1.571116 -3.338960 0.0 0.0 0.0 -0.31
C -3.802917 2.841117 -2.254433 0.0 0.0 0.0 -0.41
C -2.475561 2.857519 -2.655081 0.1 -0.1 -0.1 -0.12
C 6.455553 -1.677881 -2.565210 0.0 0.0 0.0 -0.21
C 0.092242 4.618559 0.567920 0.0 0.0 0.0 -0.06
C -6.174072 4.203691 0.545005 0.0 0.0 0.0 -0.07
C -4.698470 6.532536 0.097256 0.0 0.0 0.0 -0.04
C 0.490886 -1.684869 2.137055 0.0 0.0 0.0 -0.06
C 6.875800 -4.632059 -1.208219 0.0 0.0 0.0 -0.19
C -4.828564 3.040952 -3.172338 0.0 0.0 0.0 -0.06
C -1.931094 -1.290650 2.668255 0.1 0.0 0.0 -0.40
C -4.514808 3.276761 -4.499630 0.0 0.0 0.0 -0.02
H 5.263202 -1.226022 0.645110 0.0 0.0 0.0 0.01
H 3.796725 1.365690 -0.753634 0.0 0.0 0.0 0.08
H 2.596677 -2.000256 1.885888 0.0 0.0 0.0 0.09
H -2.912135 -4.633145 0.664825 0.0 0.0 0.0 0.15
H 0.064688 1.855993 2.626671 0.0 0.0 0.0 0.08
H 5.629698 -2.804873 1.384128 0.0 0.0 0.0 0.03
H -1.384592 -3.404398 -0.762619 0.0 0.0 0.0 0.15
H 6.007183 -0.695505 -2.414707 0.0 0.0 0.0 0.02
H 4.010817 -4.023073 -2.447555 0.0 0.0 0.0 0.05
H -2.184836 -6.650146 2.088601 0.0 0.0 0.0 0.09
H -3.245269 5.269326 -0.856315 0.0 0.0 0.0 0.11
H 3.791222 -4.164611 -0.645910 0.0 0.0 0.0 0.03
H -1.620135 2.728334 -1.978483 -0.1 0.2 0.1 0.03
H -5.864103 3.020353 -2.853617 0.0 0.0 0.0 0.13
H -1.138467 3.095725 -4.309784 0.0 0.0 0.0 0.12
H -1.338325 -2.758189 4.788876 0.0 0.0 0.0 0.14
H 7.929626 -4.495223 -0.959425 0.0 0.0 0.0 0.05
H 6.934987 -1.729922 0.889957 0.0 0.0 0.0 0.04
H -0.582694 -5.476226 0.548581 0.0 0.0 0.0 0.12
H -4.144168 7.443946 -0.079908 0.0 0.0 0.0 0.12
H 3.295603 3.073830 -0.847932 0.0 0.0 0.0 0.09
H 6.167202 -2.073613 -3.539011 0.0 0.0 0.0 0.04
H -5.309263 3.439196 -5.214868 0.0 0.0 0.0 0.13
H 6.813525 -5.061543 -2.206716 0.0 0.0 0.0 0.04
H -0.104301 -4.394696 1.855201 0.0 0.0 0.0 0.09
H -1.717685 -5.566883 3.400888 0.0 0.0 0.0 0.08
H -2.491939 -3.571376 1.996888 0.0 0.0 0.0 0.12
H -2.950066 -0.352226 1.156548 0.0 0.0 0.0 0.11
H 0.858174 -3.742327 5.391422 0.0 0.0 0.0 0.13
H -0.546833 -6.697226 2.727955 0.0 0.0 0.0 0.09
H -3.242263 2.288457 1.257465 0.0 0.0 0.0 0.03
H 3.817917 -1.195391 -3.592104 0.0 0.0 0.0 0.03
H -2.947212 3.486060 -5.946435 0.0 0.0 0.0 0.13
H -6.740912 3.294656 0.703928 0.0 0.0 0.0 0.12
H 0.174253 5.515076 -0.038219 0.0 0.0 0.0 0.10
H 1.532793 1.046183 3.216523 0.0 0.0 0.0 0.09
H 6.442170 -5.323386 -0.487317 0.0 0.0 0.0 0.04
H -6.322564 7.537621 1.072197 0.0 0.0 0.0 0.13
H 2.815393 -3.358033 3.940782 0.0 0.0 0.0 0.12
H 1.579540 2.785742 2.838147 0.0 0.0 0.0 0.10
H 0.350031 4.844117 1.599611 0.0 0.0 0.0 0.10
H 2.081401 -0.792112 -3.467120 0.0 0.0 0.0 0.04
H 0.401956 -1.080991 1.239924 0.0 0.0 0.0 0.09
H 3.435711 2.120392 -2.338904 0.0 0.0 0.0 0.10
H 2.585750 -2.445126 -3.938765 0.0 0.0 0.0 0.05
H -7.625251 5.481077 1.468396 0.0 0.0 0.0 0.13
H 7.538936 -1.547458 -2.577434 0.0 0.0 0.0 0.04
H -0.920468 4.215119 0.509816 0.0 0.0 0.0 0.05

***

104
Properties=species:S:1:pos:R:3:forces:R:3:lowdin_charge:R:1 method="wB97M-V/def2-TZVPD" charge=-2 homo_ev=-0.564
O 1.758965 0.349796 2.095992 -0.6 -0.6 -3.1 -0.38
O 3.558795 3.002516 -0.365148 1.2 1.0 1.8 0.06
O 4.498035 -0.218654 1.887602 1.7 -0.4 0.7 0.06
O -2.205275 -1.907364 4.641912 -1.0 -0.5 2.0 0.05
O 4.475505 0.930946 -4.047458 2.3 -1.7 0.4 0.06
O -4.170565 2.422386 -2.318598 0.5 0.1 -0.2 -0.03
O -3.771255 0.386676 3.572672 -1.1 0.5 -1.2 0.01
O 6.122455 -2.729984 -2.701708 0.4 -0.1 -1.1 0.01
O 4.701215 8.161936 -1.911238 0.0 2.6 -1.9 0.04
O -6.260165 -5.820264 2.538712 -1.2 -1.2 1.1 0.03
O -3.589835 -2.009074 -0.353478 -2.7 -2.2 -1.3 -0.04
O -0.710765 2.382206 -3.537358 -3.3 0.6 0.9 0.05
O 1.282825 -6.910244 2.032902 0.4 -0.6 0.1 0.00
O -1.982055 3.407206 2.299482 0.0 2.5 -1.8 0.02
O -1.305565 -0.736944 0.952272 -1.6 0.9 -0.6 -0.33
N -2.032905 3.613816 0.087872 2.8 -3.3 -6.5 0.17
N -1.351005 -4.025624 4.899952 -1.4 -3.8 3.7 0.14
N -0.797375 -6.186544 1.772392 -4.6 -2.8 0.2 0.17
N -0.659985 -2.700624 3.348362 2.1 -0.4 -2.1 0.18
N -2.535875 0.988816 -1.618698 4.3 0.3 0.2 0.20
N -3.840465 0.486506 1.322382 1.9 -0.4 -4.4 0.19
N 0.780675 -4.822974 1.494192 2.9 4.8 -1.1 0.18
N -2.839135 5.198556 1.131822 -1.8 5.0 1.3 0.14
N -5.610035 1.054266 2.403052 -2.4 0.9 0.3 0.13
N -4.575925 0.345036 -1.647318 -2.7 -1.6 0.6 0.15
C -5.970755 -4.746304 0.482062 0.6 0.2 -0.1 -0.02
C 6.143965 -0.669494 0.343292 1.7 -0.8 -2.0 -0.01
C -5.656155 -4.871114 1.799042 -0.9 0.0 -0.3 -0.41
C 4.890075 -0.930784 0.838532 -0.5 1.6 -0.8 -0.37
C -0.036145 -0.648834 0.459562 2.2 -1.8 0.9 -0.43
C -4.318695 -3.042114 0.305502 4.4 3.0 3.4 -0.26
C -3.760125 1.344006 -1.864248 -1.7 2.5 -1.5 -0.78
C 5.693895 -1.999954 -1.634998 -0.2 0.1 1.6 -0.37
C -4.762595 -4.096814 2.446952 2.6 1.8 0.1 0.00
C 1.398635 2.761916 -4.449708 1.2 -1.2 -0.9 -0.04
C 1.029325 0.839786 -2.988158 0.3 1.1 -0.8 0.05
C 3.733325 6.093586 -2.269498 -0.5 -0.5 0.0 -0.01
C -4.331925 0.642116 2.492102 0.7 -0.6 4.8 -0.73
C 0.481445 -6.023164 1.750022 1.4 -2.9 1.2 -0.84
C -5.219835 -3.830534 -0.269778 -1.8 -0.5 -1.9 -0.04
C 1.143875 0.413746 0.767122 -1.0 -0.5 3.3 -0.36
C 3.178525 1.206676 -3.975098 -0.6 1.1 -1.1 -0.39
C -1.434545 -2.813964 4.402622 -0.8 2.7 -2.3 -0.78
C 3.477435 4.761306 -1.948238 0.3 1.0 0.8 -0.01
C -3.992315 -3.186734 1.709662 -0.9 -1.5 -1.3 0.06
C 4.420155 -2.259414 -1.116638 0.2 0.5 0.6 -0.04
C 2.733385 2.307096 -4.665568 -2.5 0.8 0.3 -0.04
C 2.325625 0.398496 -3.234318 -0.3 1.0 0.3 0.00
C 3.993895 -1.653484 0.059522 0.3 -1.2 0.2 -0.01
C 6.579555 -1.193894 -0.925008 -1.2 0.2 1.4 -0.01
C -2.161295 4.092006 1.249282 -0.6 -3.6 7.3 -0.76
C 0.548675 2.067386 -3.619938 3.4 -2.7 0.1 -0.35
C 4.468855 6.949426 -1.433318 -1.1 -1.4 -0.1 -0.38
C 4.863295 6.489136 -0.209008 0.6 -0.6 -0.2 -0.05
C 3.904525 4.283586 -0.718108 0.3 -0.9 -0.4 -0.28
C 4.684965 5.155276 0.090672 -0.7 -1.2 0.4 -0.01
H 5.207595 4.901766 1.001162 -0.5 -0.9 0.2 0.11
H -4.169655 -0.456724 -1.186648 -0.7 -0.6 0.1 0.06
H -2.832215 5.857226 1.897462 -0.2 -0.1 -0.2 0.11
H -1.658805 4.280756 -0.571938 -0.2 -0.3 -0.5 0.12
H 3.801215 -3.007864 -1.589008 -0.2 0.0 -0.2 0.11
H 0.087915 -1.013754 -0.560018 -0.5 0.9 -1.8 0.05
H 1.755485 -4.643624 1.688322 -0.2 1.0 -0.7 0.14
H 6.815585 -0.050914 0.920082 0.0 0.1 0.0 0.10
H 0.448945 -1.559074 0.812062 1.0 -0.8 1.0 0.05
H 3.275965 2.812036 -5.451088 0.6 0.0 0.2 0.11
H -2.952225 0.041956 1.139342 1.1 0.0 0.5 0.05
H 4.886575 1.128906 -4.892108 -0.3 0.3 0.0 0.11
H -2.306635 0.480406 -0.776638 0.4 -0.5 0.2 0.08
H 3.181175 6.453746 -3.124958 0.5 0.5 -0.3 0.11
H -5.546125 0.613796 -1.566188 0.1 -0.5 0.1 0.11
H 0.977005 3.449306 -5.168128 0.0 0.6 0.2 0.11
H -6.143135 1.263546 3.234982 0.2 0.0 -0.4 0.09
H -2.087915 -4.261734 5.549052 0.4 0.0 0.1 0.10
H -0.996325 -7.134264 2.059362 -0.9 0.3 -0.1 0.12
H 3.238345 2.360856 -1.003258 -0.1 0.5 -0.6 0.09
H 0.112555 -4.226734 1.027052 0.7 0.5 0.1 0.13
H 5.112395 8.865916 -1.404358 0.0 -0.8 0.7 0.11
H -0.263575 -3.581044 3.052012 0.3 0.7 -0.5 0.05
H -0.667105 -4.750724 4.736822 0.0 0.6 -0.3 0.10
H 3.545975 -0.268804 2.000162 -2.6 0.6 0.4 0.03
H -3.042895 -2.819454 2.070372 -0.3 0.9 0.4 0.10
H -1.547315 2.729966 0.032042 0.0 -0.2 0.2 0.10
H -1.093885 2.683916 -4.364278 0.1 0.1 0.0 0.13
H 2.898285 4.091256 -2.566318 -0.1 0.2 -0.2 0.09
H 2.743795 -0.525464 -2.863058 -0.2 0.0 0.4 0.11
H -4.594695 -4.253634 3.502232 0.2 0.0 0.1 0.12
H -0.966745 -2.012864 2.675312 0.5 0.8 -0.6 0.08
H -3.035125 5.530276 0.198202 -0.1 0.1 0.5 0.10
H 7.560765 -0.976144 -1.320268 0.1 0.0 0.0 0.09
H -5.979975 1.141946 1.467342 -0.4 0.2 0.7 0.08
H 5.342905 -2.905694 -3.233708 0.0 -0.2 -0.2 0.09
H -1.483325 -5.448294 1.839922 0.1 -0.2 0.1 0.11
H -4.316165 0.851096 0.509432 0.1 -0.1 0.4 0.07
H -5.322515 -3.658374 -1.331018 -0.5 -0.3 -0.2 0.12
H -2.721015 -1.766514 -0.024958 1.4 0.1 1.5 0.04
H -7.158605 -5.906404 2.211622 -0.1 -0.3 0.1 0.09
H 0.443565 0.201896 -2.342878 -0.6 0.3 0.0 0.09
H 1.876955 0.293006 -0.030438 0.3 -0.3 -0.6 0.04
H 3.052295 -1.864694 0.544472 -0.5 0.1 -0.4 0.11
H 0.649975 1.373956 0.618332 0.0 0.9 -0.1 0.06
H 5.428475 7.053956 0.517592 0.1 0.4 -0.2 0.11
H -6.747015 -5.442774 0.201422 0.0 0.2 -1.1 0.11
H -1.800055 1.572716 -1.989818 -0.2 0.1 0.2 0.07

***

90
Properties=species:S:1:pos:R:3:forces:R:3:lowdin_charge:R:1 method="wB97M-V/def2-TZVPD" charge=+2 homo_ev=-13.879
Te -0.697100 -2.827000 -0.246100 -0.1 0.4 -0.7 1.31
Zn -0.275200 -0.237700 -0.173000 0.7 1.1 0.1 0.25
S -0.967600 2.220100 -0.283700 -0.1 -0.8 0.0 0.75
S 1.808000 0.650400 -1.222900 -0.6 -0.6 0.0 0.74
Si 2.405000 -3.925000 -0.931200 -0.1 0.0 0.0 0.48
Si -2.984800 -5.009400 -1.198200 -0.1 0.2 0.0 0.48
O -0.560500 -0.086300 6.937200 -0.2 0.0 0.1 -0.10
N 0.607500 4.298800 -0.519100 0.3 -1.0 0.0 -0.09
N -0.596000 -0.119000 4.157600 -0.1 0.0 0.6 -0.07
N 2.918500 2.786200 -0.203000 -1.1 -0.2 -0.2 -0.08
N 0.168400 0.015700 1.848100 0.0 -0.2 -0.2 0.11
C -0.419700 1.118700 6.234000 -0.1 0.3 -0.3 -0.18
C -4.521000 -5.279800 -2.271900 0.6 0.1 0.4 -0.16
C 0.780100 -3.256000 -1.744800 0.5 -0.2 0.5 -0.53
C 4.210400 2.119300 -0.155000 0.7 -0.4 0.1 -0.10
C 1.929500 -5.243300 0.356600 0.2 0.5 -0.4 -0.19
C -0.428200 5.615900 3.433900 0.0 -0.1 0.0 -0.07
C 2.867300 4.153200 0.276800 -0.3 0.8 0.1 -0.08
C 4.277400 0.737900 1.933700 0.0 -0.1 0.0 -0.03
C 1.912100 4.929300 -0.615100 0.7 0.1 0.1 -0.07
C -0.212400 7.783700 2.426200 0.0 0.0 0.1 -0.05
C 0.044600 -1.156300 6.262500 0.1 -0.3 -0.3 -0.17
C -1.523100 -6.131100 -1.673300 -0.6 0.5 0.1 -0.17
C -0.204300 -0.043800 2.947700 0.3 0.0 -1.0 -0.23
C 0.526100 2.976500 -0.460700 -1.0 0.8 0.1 -0.64
C -0.281100 6.988400 3.556800 0.0 0.1 0.0 -0.06
C 3.489200 -4.650100 -2.304300 -0.4 0.3 0.5 -0.16
C 5.869700 2.585300 3.235000 0.0 0.1 0.1 -0.06
C 5.457400 2.821000 1.934600 0.0 -0.1 0.0 -0.04
C -3.320100 -5.102000 0.675300 0.1 0.0 -0.7 -0.19
C 4.659000 1.897600 1.273000 0.0 0.1 -0.1 -0.21
C 5.488900 1.426100 3.886400 0.0 -0.1 0.1 -0.07
C -1.128200 1.031400 4.879200 -0.2 0.4 0.5 -0.08
C 1.790700 2.196700 -0.571500 1.3 -0.3 -0.1 -0.63
C -0.604800 -1.380400 4.892000 0.0 -0.5 0.6 -0.08
C 3.161000 -2.403100 -0.060100 -0.2 -0.6 -0.3 -0.20
C -0.448100 5.835100 1.039600 0.0 0.0 -0.2 -0.22
C 4.697000 0.498800 3.230100 -0.1 0.0 0.0 -0.07
C -0.290300 7.207700 1.168200 -0.1 -0.1 0.0 -0.03
C -0.527300 5.186100 -0.325700 -0.7 0.4 0.2 -0.11
C -2.422500 -3.169700 -1.482700 0.0 -0.7 0.2 -0.53
C -0.512200 5.041900 2.179200 0.0 -0.1 0.0 -0.05
H 0.333400 -3.996600 -2.401700 -0.2 -0.1 0.0 0.01
H 0.644600 1.351600 6.081200 -0.1 0.0 0.0 0.14
H -4.308300 -5.134300 -3.326700 0.1 0.0 -0.2 0.04
H -0.091200 8.852700 2.520600 0.0 0.1 0.0 0.12
H -1.446000 4.605800 -0.416900 0.2 0.1 -0.1 0.08
H 3.677300 0.004300 1.420000 -0.1 -0.1 -0.1 0.08
H 6.494100 3.306200 3.740200 0.1 0.1 0.0 0.11
H -0.975600 1.931300 4.284800 0.0 0.0 0.0 0.13
H 2.824800 -5.677000 0.794600 0.2 0.0 0.1 0.04
H -3.659900 -6.091200 0.962200 -0.1 -0.2 0.0 0.04
H 1.832700 5.965800 -0.284500 0.0 -0.1 0.0 0.14
H 1.372800 -6.063600 -0.087900 -0.1 -0.1 -0.1 0.02
H -0.474400 4.995800 4.318500 0.0 0.0 0.0 0.10
H 3.979200 -2.679100 0.597100 0.1 -0.1 0.1 0.04
H 2.507600 4.167800 1.312500 0.1 0.1 -0.1 0.15
H 1.119800 -0.965900 6.133200 0.0 0.0 0.0 0.13
H -0.515700 5.943300 -1.110800 0.1 0.0 0.0 0.15
H -2.419100 -4.888800 1.252100 0.0 0.0 0.0 -0.01
H 5.794200 3.714200 1.432500 0.1 0.2 -0.1 0.11
H 4.413800 -0.417100 3.726200 0.0 -0.1 0.0 0.11
H -2.150400 -2.959800 -2.515100 0.1 0.1 0.0 0.02
H -0.634900 -5.893000 -1.092300 0.1 0.0 0.1 -0.01
H 5.821200 1.237200 4.897000 0.0 0.0 0.0 0.11
H -0.877400 1.893400 6.848500 0.1 0.0 -0.1 0.14
H -1.766500 -7.171300 -1.485600 -0.1 -0.2 0.1 0.04
H -4.089900 -4.397600 0.980700 -0.1 0.1 0.0 0.03
H 4.129300 1.165300 -0.675600 0.0 0.2 0.0 0.08
H -0.061900 -2.133200 4.320800 0.0 0.0 0.0 0.14
H -0.642800 3.972300 2.075900 0.0 -0.1 0.0 0.08
H -2.199800 0.876800 5.040600 0.1 0.0 -0.1 0.14
H 1.330000 -4.836200 1.170700 0.0 0.1 0.1 0.01
H 3.554900 -1.695300 -0.782000 0.0 0.1 -0.2 0.01
H -1.271900 -6.050500 -2.726900 0.0 0.1 -0.2 0.04
H -5.333300 -4.610900 -2.004100 -0.1 0.1 0.1 0.03
H 3.043200 -5.547000 -2.726600 -0.1 -0.1 0.0 0.04
H -1.643600 -1.699200 5.025400 0.1 0.0 -0.1 0.14
H 0.972500 -2.353200 -2.318600 -0.1 0.1 -0.1 0.00
H 4.455800 -4.931600 -1.900900 0.2 -0.1 0.1 0.04
H -0.095600 -2.037200 6.888900 0.1 0.0 -0.1 0.14
H 3.665700 -3.954200 -3.119300 0.0 0.2 -0.1 0.03
H -0.225400 7.437900 4.534400 0.0 0.1 0.1 0.11
H 3.868100 4.581800 0.247000 -0.1 -0.1 0.0 0.14
H 4.935300 2.743000 -0.682900 -0.1 0.0 -0.1 0.15
H -3.210200 -2.484400 -1.181300 0.0 0.1 0.1 0.01
H -0.247600 7.836800 0.290400 0.0 0.0 -0.1 0.12
H -4.882900 -6.294700 -2.152000 -0.1 -0.3 0.0 0.04
H 2.413800 -1.882000 0.542700 -0.1 0.0 0.1 -0.01
H 2.258500 4.920200 -1.656800 -0.1 0.0 0.1 0.16

***

Q: Which energy relative to the best compared isomer or geometry (same formula, charge and spin) values were calculated for the entries above? A: 10.20, 388.16, 72.57, in kJ/mol.
Q: Which max |F| values were calculated for the entries above? A: 0.00505, 0.15868, 0.02578, in Eh/bohr.